Molecular formula: C6H14O
Method: DFT, ωB97M-V with the def2-TZVPD basis set

Bonds (Å) are listed after each position.
Cartesian coordinates (Å):
1 O 0.574 -0.992 -4.864  H9 0.962, H17 0.914
2 C 0.041 -0.119 2.366  C6 1.581, C7 1.553, H8 1.099, H19 1.197
3 C 0.804 0.111 -1.200  C4 1.384, H11 1.109, H12 1.061
4 C -0.126 -0.137 -0.206  C3 1.384, C5 1.494, C7 1.519
5 C -1.563 0.251 -0.329  C4 1.494, H13 1.177, H16 1.097, H18 1.100
6 C 0.207 1.442 2.182  C2 1.581, H10 1.153, H14 1.177, H20 1.113
7 C 0.195 -0.929 1.050  C2 1.553, C4 1.519, H15 1.126, H21 1.192
8 H -0.933 -0.260 2.855  C2 1.099
9 H 1.186 -1.395 -5.488  O1 0.962
10 H -0.666 2.186 2.062  C6 1.153
11 H 1.876 -0.149 -1.084  C3 1.109
12 H 0.527 0.633 -2.081  C3 1.061
13 H -2.208 -0.730 -0.412  C5 1.177
14 H 0.439 1.950 3.217  C6 1.177
15 H 1.282 -1.214 1.129  C7 1.126
16 H -1.919 0.858 0.512  C5 1.097
17 H 0.515 -1.671 -4.257  O1 0.914
18 H -1.771 0.787 -1.267  C5 1.100
19 H 0.900 -0.413 3.146  C2 1.197
20 H 1.098 1.717 1.574  C6 1.113
21 H -0.459 -1.925 1.094  C7 1.192

Its multiplicity is 2. The calculation puts the HOMO-LUMO gap (alpha / beta) at 2.43 / 8.93 eV. As for the net charge: -1. As for the expectation value of S²: 0.751. The value obtained for the total energy is -312.1305 hartree. The value obtained for the energy relative to the best compared isomer or geometry (same formula, charge and spin) is 32.6 kcal per mole.

***

Molecular formula: C6H14O
Method: DFT, ωB97M-V with the def2-TZVPD basis set

Bonds (Å) are listed after each position.
Cartesian coordinates (Å):
1 O 2.660 1.669 2.305  C7 1.472, H16 0.963
2 C 0.878 0.091 -0.565  C4 1.518, C6 1.547, H17 1.098, H18 1.108
3 C -2.749 -1.300 -1.127  C5 1.523, H14 1.105, H15 1.096, H21 1.090
4 C -0.623 0.163 -0.353  C2 1.518, C5 1.534, H12 1.120, H19 1.084
5 C -1.271 -0.937 -1.204  C3 1.523, C4 1.534, H8 1.092, H9 1.095
6 C 1.872 0.088 0.620  C2 1.547, C7 1.546, H11 1.085, H13 1.098
7 C 1.448 1.180 1.629  O1 1.472, C6 1.546, H10 1.086, H20 1.108
8 H -1.030 -0.592 -2.212  C5 1.092
9 H -0.793 -1.914 -1.076  C5 1.095
10 H 0.844 0.611 2.329  C7 1.086
11 H 2.852 0.071 0.154  C6 1.085
12 H -1.002 0.073 0.698  C4 1.120
13 H 1.650 -0.789 1.244  C6 1.098
14 H -3.331 -0.383 -1.332  C3 1.105
15 H -3.031 -1.711 -0.151  C3 1.096
16 H 2.258 2.127 3.051  O1 0.963
17 H 1.196 -0.712 -1.244  C2 1.098
18 H 1.169 0.945 -1.209  C2 1.108
19 H -0.972 1.155 -0.616  C4 1.084
20 H 0.997 2.028 1.078  C7 1.108
21 H -3.023 -1.864 -2.018  C3 1.090

The calculation puts the HOMO-LUMO gap at 11.26 eV. The value obtained for the total energy is -312.1976 hartree. Its SMILES is CCCCCCO. The value obtained for the energy relative to the best compared isomer or geometry (same formula, charge and spin) is 36.0 kcal per mole.

***

Molecular formula: C6H14O
Method: DFT, ωB97M-V with the def2-TZVPD basis set

Bonds (Å) are listed after each position.
Cartesian coordinates (Å):
1 O 1.951 1.176 -1.844  C2 1.625, H15 0.980
2 C 2.334 2.756 -1.823  O1 1.625, H10 1.086, H18 1.092, H19 1.091
3 C 0.185 0.315 1.730  C4 1.514, H14 1.091, H17 1.089, H21 1.090
4 C -0.360 -0.552 0.615  C3 1.514, C5 1.512, C6 1.375
5 C 0.222 -1.947 0.639  C4 1.512, H8 1.090, H11 1.087, H20 1.092
6 C -1.690 -0.394 0.304  C4 1.375, C7 1.504, H13 1.086
7 C -2.669 -1.501 0.024  C6 1.504, H9 1.091, H12 1.093, H16 1.092
8 H 1.275 -1.913 0.359  C5 1.090
9 H -2.389 -2.082 -0.856  C7 1.091
10 H 2.957 3.110 -1.006  C2 1.086
11 H -0.273 -2.626 -0.051  C5 1.087
12 H -2.824 -2.235 0.818  C7 1.093
13 H -2.203 0.404 0.834  C6 1.086
14 H -0.602 0.685 2.389  C3 1.091
15 H 1.851 0.970 -2.797  O1 0.980
16 H -3.661 -1.087 -0.171  C7 1.092
17 H 0.681 1.179 1.289  C3 1.089
18 H 1.317 3.153 -1.833  C2 1.092
19 H 2.888 3.186 -2.659  C2 1.091
20 H 0.136 -2.424 1.618  C5 1.092
21 H 0.872 -0.172 2.422  C3 1.090

The calculation puts the HOMO-LUMO gap at 9.34 eV. The value obtained for the total energy is -312.1398 hartree. Its SMILES is CC=C(C)C.CO. The value obtained for the energy relative to the best compared isomer or geometry (same formula, charge and spin) is 72.3 kcal per mole.

***

Molecular formula: C6H14O
Method: DFT, ωB97M-V with the def2-TZVPD basis set

Bonds (Å) are listed after each position.
Cartesian coordinates (Å):
1 O 1.214 -1.573 2.506  H12 0.962, H21 0.964
2 C -1.099 -0.298 -0.757  C4 1.533, C5 1.518, C7 1.504, H14 1.098
3 C 0.855 0.000 -0.002  C4 1.647, C5 1.522, C6 1.550, H17 1.098
4 C -0.621 -0.211 0.697  C2 1.533, C3 1.647, H8 1.100, H16 1.101
5 C 0.025 0.668 -1.088  C2 1.518, C3 1.522, H13 1.090, H20 1.102
6 C 2.165 0.759 0.327  C3 1.550, H9 1.099, H15 1.103, H19 1.092
7 C -2.486 -0.051 -1.283  C2 1.504, H10 1.096, H11 1.094, H18 1.093
8 H -0.953 -1.075 1.292  C4 1.100
9 H 3.014 0.091 0.531  C6 1.099
10 H -2.439 -0.203 -2.368  C7 1.096
11 H -3.217 -0.760 -0.882  C7 1.094
12 H 1.905 -0.947 2.268  O1 0.962
13 H 0.413 0.763 -2.102  C5 1.090
14 H -0.786 -1.301 -1.077  C2 1.098
15 H 2.458 1.302 -0.587  C6 1.103
16 H -0.991 0.695 1.202  C4 1.101
17 H 1.161 -0.996 -0.349  C3 1.098
18 H -2.824 0.972 -1.096  C7 1.093
19 H 2.114 1.509 1.119  C6 1.092
20 H -0.243 1.664 -0.699  C5 1.102
21 H 0.409 -1.088 2.294  O1 0.964

The calculation puts the HOMO-LUMO gap at 11.85 eV. The value obtained for the total energy is -312.1908 hartree. Its SMILES is C[C@H]1C[C@@H](C)C1.O. The value obtained for the energy relative to the best compared isomer or geometry (same formula, charge and spin) is 40.3 kcal per mole.

***

Molecular formula: C6H14O
Method: DFT, ωB97M-V with the def2-TZVPD basis set

Bonds (Å) are listed after each position.
Cartesian coordinates (Å):
1 O -4.231 -2.146 -0.732  H11 0.972, H20 0.965
2 C 0.070 1.147 -1.473  C4 1.546, C6 1.519, H19 1.093, H21 1.097
3 C 1.724 0.481 1.879  C5 1.491, C7 1.335, H14 1.100
4 C -0.619 -0.148 -1.960  C2 1.546, H9 1.113, H10 1.096, H15 1.102
5 C 2.341 -0.612 2.684  C3 1.491, H8 1.088, H12 1.104, H16 1.112
6 C 0.219 1.359 0.023  C2 1.519, C7 1.515, H13 1.111, H18 1.098
7 C 1.028 0.307 0.753  C3 1.335, C6 1.515, H17 1.088
8 H 2.979 -1.168 2.001  C5 1.088
9 H -1.650 -0.151 -1.543  C4 1.113
10 H -0.174 -1.137 -1.797  C4 1.096
11 H -5.000 -1.666 -1.084  O1 0.972
12 H 2.840 -0.259 3.603  C5 1.104
13 H -0.772 1.513 0.501  C6 1.111
14 H 1.763 1.516 2.251  C3 1.100
15 H -0.695 -0.097 -3.059  C4 1.102
16 H 1.555 -1.301 3.061  C5 1.112
17 H 1.092 -0.576 0.121  C7 1.088
18 H 0.780 2.296 0.132  C6 1.098
19 H 1.017 1.235 -2.012  C2 1.093
20 H -3.732 -2.550 -1.452  O1 0.965
21 H -0.534 1.958 -1.899  C2 1.097

The calculation puts the HOMO-LUMO gap at 9.75 eV. The value obtained for the total energy is -312.2032 hartree. Its SMILES is C/C=C/CCC.O. The value obtained for the energy relative to the best compared isomer or geometry (same formula, charge and spin) is 32.5 kcal per mole.

***

Molecular formula: C6H14O
Method: DFT, ωB97M-V with the def2-TZVPD basis set

Bonds (Å) are listed after each position.
Cartesian coordinates (Å):
1 O -0.841 3.604 -0.275  H9 0.960, H17 0.961
2 C -0.583 -0.414 0.216  C3 1.505, C5 1.340, C7 1.532
3 C 0.015 -0.087 -1.125  C2 1.505, C6 1.526, H15 1.093, H20 1.095
4 C 1.324 0.601 1.577  C5 1.497, H10 1.091, H13 1.089, H18 1.096
5 C -0.077 0.135 1.330  C2 1.340, C4 1.497, H8 1.083
6 C 0.818 -1.186 -1.816  C3 1.526, H12 1.087, H16 1.086, H19 1.091
7 C -1.360 -1.729 0.337  C2 1.532, H11 1.085, H14 1.091, H21 1.084
8 H -0.652 -0.122 2.211  C5 1.083
9 H -0.434 3.543 0.592  O1 0.960
10 H 2.112 0.207 0.933  C4 1.091
11 H -1.436 -2.166 -0.653  C7 1.085
12 H 1.301 -0.742 -2.683  C6 1.087
13 H 1.502 1.675 1.614  C4 1.089
14 H -2.381 -1.558 0.681  C7 1.091
15 H -0.742 0.236 -1.844  C3 1.093
16 H 1.578 -1.675 -1.214  C6 1.086
17 H -1.478 2.888 -0.344  O1 0.961
18 H 1.592 0.247 2.579  C4 1.096
19 H 0.126 -1.948 -2.176  C6 1.091
20 H 0.497 0.887 -0.984  C3 1.095
21 H -0.883 -2.397 1.045  C7 1.084

The calculation puts the HOMO-LUMO gap at 9.51 eV. The value obtained for the total energy is -312.1944 hartree. Its SMILES is C/C=C(/C)CC.O. The value obtained for the energy relative to the best compared isomer or geometry (same formula, charge and spin) is 38.0 kcal per mole.